DFT (ωB97M-V with the def2-TZVPD basis set) results for the molecule C4H5N3.

Kohn-Sham gap (alpha / beta): 5.084 / 5.077 eV
E_HOMO (alpha / beta): -0.3186 / -0.3183 Ha
Lowest unoccupied orbital energy (alpha / beta): -0.1317 / -0.1317 Eh

```
! RIJCOSX wB97M-V def2-TZVPD def2/J DEFGRID3
* xyz 0 1
N 2.6777 1.1829 0.0255
N 3.3058 -0.9628 -0.0846
N 3.6292 0.2693 0.0129
C -0.9070 -0.1336 -0.1478
C 1.5162 0.3534 0.0786
C 0.0845 0.9130 0.1260
C 1.9778 -1.0269 -0.1143
H 1.3905 -1.9024 -0.2057
H -1.4277 -0.0703 -1.0638
H 0.0445 1.6476 -0.7074
H -0.1733 1.4650 1.1498
H -1.0760 -0.7455 0.7268
*
```

=====

DFT (ωB97M-V with the def2-TZVPD basis set) results for a cluster of 14 separate species, C28H56O56S14 in total.

Kohn-Sham gap: 9.924 eV
E_HOMO: -0.3834 Ha
Lowest unoccupied orbital energy: -0.0186 Eh

```
! RIJCOSX wB97M-V def2-TZVPD def2/J DEFGRID3
* xyz 0 1
S 3.1603 4.3428 -1.3423
S 6.8115 0.3474 0.5984
S -3.2098 -0.3427 4.4607
S -4.3029 -5.8300 -1.8712
S -2.0188 4.4114 2.0173
S 2.9067 0.0488 4.9224
S -4.5905 -1.2839 0.5921
S 0.0008 -1.2643 -0.0824
S 2.5708 0.1074 -3.8834
S -0.1513 -3.0104 -5.2359
S -1.5405 -6.5311 2.8200
S 4.4759 -3.6467 0.3860
S 2.0916 3.6085 6.7418
S -2.0434 3.2772 -3.0402
O -3.4327 0.9019 5.5396
O 1.1914 -2.8139 -6.1736
O -1.1101 2.2974 -4.0315
O 3.2112 2.8123 7.2631
O 0.9424 2.6171 6.2626
O -4.5036 -4.3452 -2.5379
O -3.0252 4.7655 1.0425
O -2.9621 0.2291 3.1559
O -1.2014 -4.8997 2.4156
O -1.5557 5.8190 2.8102
O -5.9848 -1.3936 -0.3824
O -4.8209 0.3239 0.7533
O -2.6407 4.4820 -3.6448
O -0.4180 -1.8627 -4.3810
O 2.3117 4.8224 -2.7101
O -1.1763 -0.2917 0.5384
O 4.3799 3.6506 -1.7160
O -2.7214 -5.5458 -1.5723
O 0.2205 -2.4769 0.7221
O -1.8440 -6.6392 4.2492
O 5.2419 0.8827 0.6809
O 1.1603 -0.2044 0.2876
O 5.5445 -4.6464 0.3312
O -1.3239 3.4245 -1.7513
O -0.2083 -1.4912 -1.5418
O 0.5913 -4.2349 -4.4138
O -5.0539 -6.0049 -0.6934
O 1.9903 0.9310 -5.2152
O -0.5798 -7.4637 2.3090
O 7.7832 1.4438 0.5649
O 2.9691 -1.2327 -4.2530
O 2.9479 1.1562 3.9604
O 1.7150 0.3786 -2.6729
O 2.2949 3.8170 -0.3386
O 2.2575 4.1408 5.1899
O -4.4566 -6.7933 -2.9719
O -2.2392 3.2419 2.9008
O 4.3679 -2.6864 1.5280
O 3.5966 0.2515 6.2270
O -0.5750 4.3722 1.1950
O 3.9370 1.0614 -4.0075
O -2.3002 -1.3623 4.9950
O 3.2550 -1.3424 4.1649
O 2.9733 -4.3294 0.2808
O -4.8382 -0.6396 4.5666
O -2.9235 -6.4815 1.9476
O 3.3958 5.9680 -0.9927
O 4.0927 -2.8967 -1.0972
O 1.6114 4.7159 7.5488
O 6.6066 -0.3366 -0.8298
O -3.3926 -1.5238 -0.2321
O -4.7043 -2.0844 1.8175
O -1.1933 -3.5756 -6.0754
O -3.1120 2.0007 -2.8454
O 6.9531 -0.6261 1.6442
O 1.3540 -0.4677 5.2103
C -0.2083 5.6438 0.8031
C 1.5185 5.9817 -2.4479
C -2.2432 -4.2966 1.6851
C 3.6890 2.2631 -4.6624
C 5.4812 0.1651 -1.4929
C -0.5067 6.5024 2.0607
C -3.3441 -3.7884 -3.1142
C -0.7217 1.0048 0.9042
C 2.0966 -1.7970 3.4730
C 2.3682 6.8300 -1.4631
C 3.2284 -3.6897 -1.8730
C 0.6225 1.1342 0.3832
C 0.8558 -1.4116 4.3087
C -5.5749 0.5021 4.8880
C -5.4853 1.0138 -0.3928
C 1.4991 -5.0043 -5.1761
C 2.5139 -4.7220 -0.9887
C 2.2776 2.2862 -5.1371
C -2.2148 -4.5319 -2.4166
C -2.4020 0.8130 -2.6668
C 0.1686 3.1133 5.1219
C -1.4508 0.9246 -3.8627
C -6.2604 -0.1408 -1.0838
C -3.4293 -5.1071 1.9789
C 1.0502 4.1924 4.4964
C 4.5500 0.3525 -0.3391
C -4.6179 1.5697 5.4083
C 2.1727 -3.8307 -5.9537
H -0.5324 0.3532 -3.7285
H -6.3971 0.2135 5.5428
H -1.3321 1.8107 0.4967
H 2.2388 2.6430 -6.1664
H -1.6387 -5.0935 -3.1521
H -6.1117 1.8787 -0.1747
H -2.3968 -3.2711 2.0208
H 3.7423 1.0463 -0.5724
H -0.7295 5.8926 -0.1213
H 2.7879 7.6511 -2.0443
H -3.0994 -0.0245 -2.6893
H 2.1919 -2.8825 3.4457
H -1.6901 -3.8391 -1.7586
H 0.5359 1.5266 -0.6301
H 0.7230 5.2312 4.5400
H -4.9689 1.6812 6.4342
H 3.8946 3.1339 -4.0399
H 5.6914 1.0527 -2.0897
H 4.8977 -0.6246 -1.9662
H -0.0395 2.3083 4.4170
H -3.4705 -3.9154 -4.1894
H 4.3801 2.3722 -5.4982
H 0.5716 -2.2639 4.9258
H -0.7254 3.6355 5.4627
H -3.2227 -2.7193 -2.9398
H 4.1415 -0.5897 0.0262
H -4.2001 -4.9117 1.2334
H 0.3975 6.5172 2.6692
H -6.0847 0.8493 3.9893
H 2.6438 -5.7818 -1.2080
H 2.5358 -4.0940 -6.9471
H 2.2754 -5.3076 -4.4736
H -5.9008 -0.4211 -2.0738
H 1.4690 -4.4119 -1.0000
H -3.8713 -4.7654 2.9149
H -2.0505 -4.1865 0.6179
H -0.8102 1.2685 1.9581
H 0.8664 5.6488 0.6212
H 3.7492 -3.9827 -2.7846
H -4.6665 1.3624 -1.0222
H 1.3462 3.8632 3.5004
H 1.8386 7.3332 -0.6541
H -1.8307 0.7369 -1.7416
H -4.6707 2.4425 4.7576
H -0.8442 7.4859 1.7339
H 2.9721 -3.3933 -5.3555
H 1.4105 6.5738 -3.3566
H 1.5903 2.8564 -4.5121
H -1.8652 0.5416 -4.7953
H 2.4604 -2.9977 -2.2183
H 0.8910 -5.7115 -5.7403
H 0.0263 -0.9692 3.7570
H 1.9871 -1.4327 2.4516
H 1.3245 1.7606 0.9335
H 0.4878 5.7662 -2.1663
H -7.3108 0.1319 -1.1852
*
```

=====

DFT (ωB97M-V with the def2-TZVPD basis set) results for a cluster of 2 separate species, C11H12NO2P in total.

Kohn-Sham gap (alpha / beta): 6.391 / 7.224 eV
E_HOMO (alpha / beta): -0.2962 / -0.2943 Ha
Lowest unoccupied orbital energy (alpha / beta): -0.0613 / -0.0289 Eh

```
! RIJCOSX wB97M-V def2-TZVPD def2/J DEFGRID3
* xyz 0 1
P 1.2164 -2.2987 3.4135
O -1.1449 3.0320 -2.4670
O 2.4185 -0.4102 2.0487
N 0.1552 -0.6488 1.5173
C -1.4482 0.3586 0.1106
C -0.8656 2.0419 -1.4901
C -1.7815 1.1526 -0.9966
C 1.3545 -0.9747 2.1689
C -0.1607 0.3002 0.6021
C 1.1220 -2.9937 -0.4918
C 2.8431 -3.8042 1.2449
C 0.4554 2.0865 -0.9758
C -2.4546 3.3703 -2.6732
C 1.8204 -3.6119 0.3061
C 0.7698 1.1433 -0.0086
H -3.1246 2.5622 -2.7073
H -0.5937 -1.1051 2.0177
H 3.6779 -3.0802 1.2584
H 1.7187 1.3436 0.4982
H -2.2059 -0.3015 0.4830
H -0.1743 -2.4645 3.4952
H 0.3383 -3.0326 -1.1802
H 2.6920 -4.4292 2.2396
H -2.6985 0.9014 -1.5616
H -2.4244 3.9970 -3.5981
H 1.2993 2.7371 -1.2773
H -2.8044 4.1288 -1.9767
*
```

=====

DFT (ωB97M-V with the def2-TZVPD basis set) results for a structure of composition C44H55CaN5S2.

Kohn-Sham gap (alpha / beta): 6.301 / 4.954 eV
E_HOMO (alpha / beta): -0.2152 / -0.1656 Ha
Lowest unoccupied orbital energy (alpha / beta): 0.0163 / 0.0165 Eh

```
! RIJCOSX wB97M-V def2-TZVPD def2/J DEFGRID3
* xyz 0 1
Ca 0.4232 0.3138 -0.8070
S 0.1030 2.9791 -2.8996
S 0.6702 -1.4229 -3.7970
N 0.7879 4.2665 -0.6994
N -0.2324 -0.5577 -2.8355
N -1.2491 4.8495 -1.5678
N -0.2930 -1.4724 0.4228
N -1.4553 0.9635 0.4075
C -2.4583 0.6478 2.5891
C -0.1402 4.0903 -1.6505
C -3.1914 1.7972 2.4742
C -3.0832 2.5198 1.2556
C -2.1434 -4.6622 3.8796
C 0.0200 -3.6699 1.3486
C -0.3086 -2.8516 -4.2943
C -0.5463 -3.2628 2.5857
C -0.9560 -1.0829 1.5707
C -0.6752 -4.2241 3.7688
C 6.3259 2.1021 1.5265
C -1.6029 0.1896 1.5486
C 0.1969 -5.4690 3.5891
C 5.2577 0.5461 2.9905
C -0.7874 5.3194 0.7843
C -1.2803 -3.2846 -3.4076
C 4.5497 0.0244 1.9146
C 0.1388 -2.7372 0.3483
C 0.6669 5.2663 0.3491
C -4.1323 2.2348 3.5972
C -1.6370 5.6755 -0.4222
C 4.7210 -0.0062 -1.8559
C -0.0362 -3.5497 -5.4643
C -4.7010 3.6352 3.3525
C 3.8929 -0.0113 -0.5610
C -2.2109 2.0609 0.2983
C -1.0239 -1.9827 2.6702
C -0.2527 -3.5354 5.0732
C -1.7688 -5.1169 -4.8886
C -0.4187 -0.3279 -6.0920
C 6.1549 1.5870 2.8046
C -2.0178 -4.4219 -3.7147
C 0.7447 -0.6048 -5.3865
C -0.3363 0.3882 -7.2732
C 2.0551 0.5467 -7.0248
C -5.3017 1.2428 3.6793
C 3.4468 -1.4559 -0.3069
C -0.7773 -4.6827 -5.7611
C 0.9012 0.8230 -7.7398
C 4.7175 0.5214 0.6208
C 2.6994 0.9417 -0.6318
C 5.6150 1.5793 0.4557
C -3.3849 2.2540 4.9372
C 1.9796 -0.1687 -5.8355
H 1.2420 -5.1988 3.4226
H -3.6682 3.4073 1.0645
H 4.1141 -0.4173 -2.6674
H -1.3790 -0.6720 -5.7244
H -0.3279 -4.2390 5.9059
H 6.7205 1.9828 3.6391
H -1.4570 -2.7283 -2.4942
H -2.5506 0.0497 3.4861
H 4.2947 -2.1018 -0.0613
H -0.1385 -6.0822 2.7507
H -2.1067 2.6009 -0.6389
H -0.8860 -2.6785 5.3057
H 5.7669 2.0110 -0.5251
H 0.3804 -4.6741 1.1838
H -1.2369 0.6106 -7.8307
H -1.9075 4.7036 -2.3141
H 2.7205 -1.5187 0.5050
H -1.4696 -1.6392 3.5932
H -0.5811 -5.2285 -6.6749
H -2.6915 5.5022 -0.2066
H -6.0048 1.5460 4.4607
H 1.5901 3.6554 -0.7471
H 2.9724 -1.8497 -1.2127
H 5.6214 -0.6213 -1.7509
H 0.9609 1.3883 -8.6608
H 3.0996 1.9006 -1.0108
H -2.2731 -5.3583 4.7135
H -5.2975 3.9399 4.2149
H -3.9040 4.3704 3.2163
H -5.3506 3.6594 2.4752
H 3.8571 -0.7870 2.0951
H 2.8723 -0.3784 -5.2576
H -1.5161 6.7325 -0.6713
H -3.0113 1.2656 5.2080
H -2.5316 2.9344 4.8898
H 1.3195 4.9916 1.1742
H -2.7844 -4.7645 -3.0320
H 3.0148 0.8932 -7.3856
H 0.7344 -3.2048 -6.1432
H 0.6253 -3.0138 -0.5850
H -2.7936 -3.8004 4.0441
H 0.9806 6.2445 -0.0288
H -1.1030 -0.2675 -3.2775
H 0.1442 -6.0843 4.4895
H 0.7794 -3.1853 5.0069
H -4.0523 2.5910 5.7349
H -1.0765 4.3353 1.1567
H 5.1097 0.1280 3.9795
H -5.8383 1.2051 2.7286
H -2.4672 -5.1581 2.9617
H -2.3456 -6.0017 -5.1257
H -4.9471 0.2356 3.9053
H -0.9355 6.0507 1.5782
H 7.0256 2.9131 1.3599
H 5.0203 0.9996 -2.1486
*
```

=====

DFT (ωB97M-V with the def2-TZVPD basis set) results for a cluster of 3 separate species, C22H45F2N4O2S3 in total.

Kohn-Sham gap: 6.949 eV
E_HOMO: -0.3923 Ha
Lowest unoccupied orbital energy: -0.1369 Eh

```
! RIJCOSX wB97M-V def2-TZVPD def2/J DEFGRID3
* xyz 1 1
S 5.2054 2.0438 5.1018
S -5.8308 -2.7347 -2.1413
S 1.4456 -4.0580 -2.2808
F 2.0108 0.4647 2.2205
F 4.5602 1.8836 -2.9748
O -4.4825 -3.3672 -2.1589
O 3.9477 2.1875 5.8791
N 0.9495 1.6922 -0.1252
N 1.3789 -1.5327 -1.1291
N 0.8140 -0.4895 -1.9471
N -0.8714 1.0318 -2.3750
C -2.8318 -2.4998 0.4354
C -2.9038 -2.3214 1.9718
C 1.9307 2.4782 3.5002
C -0.1093 0.6937 -0.0275
C -2.7217 2.3462 -1.3582
C -0.4794 0.0702 -1.3566
C -6.4079 -2.7788 -0.4378
C -1.4546 -2.0668 -0.1521
C 2.1420 1.8441 2.1150
C 1.4090 -2.6747 -1.6093
C 5.3868 0.3001 4.7023
C -1.5928 -0.9991 -1.2710
C -1.8008 -1.6997 -2.6277
C 3.8235 0.9265 -3.6478
C -7.0226 -3.9318 -2.7482
C 1.1401 2.4334 1.1210
C -0.7752 3.4259 -2.6134
C 6.5618 2.1132 6.2764
C 2.1775 1.1566 -0.6956
C 1.8618 0.5849 -2.0757
C 3.1715 -0.0204 -2.6439
C -1.4193 2.1570 -2.0962
H 6.3861 1.3971 7.0787
H -0.8463 -1.7642 0.6942
H 4.5060 0.3515 -4.2736
H 0.2503 -0.1095 0.6298
H 2.6626 0.3878 -0.0861
H 3.8877 -0.2112 -1.8480
H 1.7814 1.6664 4.2080
H -0.9697 4.2709 -1.9606
H 4.5979 0.0312 4.0015
H -5.7794 -2.1192 0.1550
H -2.1699 -0.9666 -3.3467
H 3.1470 2.1402 1.8047
H 7.4975 1.8901 5.7636
H -0.9667 1.1092 0.4952
H -1.0975 3.6211 -3.6403
H 0.2938 3.2409 -2.6661
H -3.5471 2.0970 -2.0249
H -2.7875 1.8032 -0.4163
H 6.6013 3.1206 6.6849
H -6.9102 -4.8694 -2.2041
H -3.2316 -3.2358 2.4643
H 1.4353 3.4597 0.8894
H 2.8491 1.9967 -0.8784
H 1.5631 1.3559 -2.7729
H -1.9457 -2.0553 2.4203
H -6.8291 -4.0959 -3.8061
H 1.0298 3.0929 3.5328
H -6.3362 -3.7963 -0.0534
H 0.6431 -0.8637 -2.8859
H -2.5312 -0.4784 -1.0832
H -1.0480 -2.9635 -0.6221
H 2.9514 -0.9359 -3.2008
H -2.8421 3.4002 -1.1110
H 3.0771 1.4015 -4.2863
H -3.6281 -1.8934 0.0121
H 0.1800 2.5009 1.6358
H 6.3596 0.1337 4.2393
H -8.0283 -3.5334 -2.6185
H -7.4392 -2.4288 -0.3987
H -3.0130 -3.5456 0.2108
H 2.7694 3.0914 3.8074
H 5.2902 -0.2953 5.6101
H -3.6065 -1.5369 2.2554
H -2.5377 -2.4970 -2.5532
H -0.8729 -2.1084 -3.0373
*
```

=====

DFT (ωB97M-V with the def2-TZVPD basis set) results for a structure of composition C36H23Cl2N2PS3Sn.

Kohn-Sham gap: 5.766 eV
E_HOMO: -0.0604 Ha
Lowest unoccupied orbital energy: 0.1515 Eh

```
! RIJCOSX wB97M-V def2-TZVPD def2/J DEFGRID3
* xyz -2 1
Sn -0.8023 1.8405 -0.8855
Cl -1.4889 1.5228 -4.1098
Cl -4.1788 -1.5331 -0.4572
S -2.6013 6.5663 -0.7784
S 0.1427 5.6005 -0.4886
S -2.1332 3.7523 -1.5702
P 0.5497 -0.8376 0.6070
N 6.1391 0.9592 -3.3354
N -1.9548 0.2682 -1.3212
C -0.4899 -0.5720 2.0359
C 0.1542 -2.5407 0.1052
C 2.2143 -0.9091 1.2938
C -0.9661 0.7455 2.3437
C -0.8090 -2.5308 -0.8783
C -1.6094 2.2336 4.1472
C 2.2803 2.6517 -0.9199
C 0.0453 -4.9474 0.1002
C -1.4563 5.3724 -0.9372
C 0.5923 -3.7725 0.6166
C -5.0635 -0.9649 -2.9451
C -4.0130 -0.8036 -2.0628
C 3.9643 -0.8425 2.9638
C 2.6225 -0.9875 2.5935
C -1.4151 0.9021 3.6390
C -0.9235 1.8634 1.4051
C 4.5415 -0.6844 0.6109
C -2.8423 0.0294 -2.2725
C -1.5785 -0.2111 4.4833
C 2.9350 0.5661 -2.7322
C 1.2784 1.7780 -1.4518
C -1.5200 3.2738 3.3068
C 3.6024 2.4645 -1.2815
C -1.2987 -1.4391 4.0546
C -0.7891 -1.6647 2.7610
C -1.3556 -3.6751 -1.3473
C 4.9523 -0.6101 1.9738
C -0.9435 -4.8960 -0.8044
C 1.6464 0.7654 -2.3363
C -5.1004 -0.3820 -4.1573
C -1.2307 3.0621 1.9187
C -3.9770 0.3840 -4.5012
C 5.1713 1.2830 -2.8013
C 3.8945 1.4792 -2.2321
C -2.8962 0.5881 -3.6173
C 3.2473 -0.9524 0.3012
H -0.4279 -2.6350 2.5994
H -1.5491 4.2966 3.6090
H -3.9259 0.8713 -5.4855
H -1.4401 -5.8172 -1.1755
H 5.3278 -0.5164 -0.1535
H -5.9509 -0.4895 -4.8419
H 3.1955 -0.2982 -3.2936
H -1.3521 3.8837 1.2472
H -2.1793 -3.6130 -2.0221
H -2.0167 2.3670 5.1197
H 0.8888 0.0924 -2.6573
H 0.4524 -5.9091 0.4157
H -1.4602 -2.3136 4.7664
H 3.0370 -1.0390 -0.7304
H 1.8533 -1.0206 3.3873
H -1.8745 -0.0897 5.5283
H 4.3482 3.0962 -0.8292
H 2.0663 3.4690 -0.2479
H -1.1437 -1.5922 -1.3378
H 5.9788 -0.4991 2.2864
H 1.3399 -3.9105 1.3955
H 4.2035 -0.8779 4.0293
H -5.9079 -1.6503 -2.6462
*
```

=====

Number 1: maximum force 3.61 eV/A. Number 2: maximum force 4.86 eV/A. Number 3: maximum force 3.32 eV/A. Number 4: maximum force 1.01 eV/A. Number 5: maximum force 3.10 eV/A. Number 6: maximum force 3.22 eV/A.